1.
Formula: C52H51N6O3P2ScSeSi2
Source: the Open Molecules 2025 dataset
Level of theory: ωB97M-V/def2-TZVPD

The max |F| comes out at 2.58 eV/Å. Its LUMO energy is -1.336 eV.

```
118
Properties=species:S:1:pos:R:3:forces:R:3
Sc -0.199 -0.396 0.645 -1.104 -1.882 -0.973
C -2.148 1.227 2.687 0.064 0.446 0.457
Si -3.396 1.180 0.015 -0.677 -0.189 -0.219
C -3.589 2.635 -1.216 0.027 -0.578 0.383
C -5.119 0.403 0.404 0.560 0.664 0.149
N -2.506 -0.221 -0.460 0.119 0.781 -0.121
P -1.834 -0.546 -1.881 0.935 -1.695 0.562
C -0.253 -1.183 -1.526 -0.007 2.038 -0.866
P 1.288 -0.726 -2.108 -0.404 -0.837 1.127
N 3.207 0.891 -1.147 0.729 0.730 0.545
Si 4.584 1.678 -0.483 0.551 0.229 -0.118
C 5.880 1.540 -1.879 -0.316 0.150 0.695
C 4.302 3.539 -0.147 0.007 -0.717 -0.128
C 5.252 0.892 1.119 -0.241 0.242 -0.589
C 2.250 -2.267 -2.058 0.096 -0.043 -0.255
C 1.621 -3.425 -1.623 -0.020 0.092 -0.031
C 2.343 -4.593 -1.473 0.110 -0.122 -0.004
C 3.698 -4.607 -1.763 -0.003 -0.100 -0.002
C 4.324 -3.455 -2.216 0.196 -0.018 -0.050
C 3.607 -2.280 -2.360 -0.087 -0.074 0.068
C 1.751 0.044 -3.686 -0.408 -0.110 0.328
C 1.965 -0.739 -4.812 -0.049 0.016 0.167
C 2.350 -0.140 -5.997 0.035 0.030 -0.191
C 2.495 1.237 -6.061 0.021 0.003 -0.030
C 2.262 2.018 -4.939 -0.012 0.149 0.032
C 1.894 1.427 -3.746 0.121 -0.181 0.009
C -2.315 0.613 -3.219 0.271 -0.126 0.351
C -3.669 0.592 -3.542 0.072 0.031 -0.079
C -4.159 1.422 -4.529 -0.105 -0.024 -0.033
C -3.295 2.258 -5.221 0.039 0.070 -0.005
C -1.946 2.269 -4.910 0.055 0.123 -0.074
C -1.456 1.456 -3.900 0.014 -0.133 0.140
C -2.605 -2.019 -2.656 -0.130 0.175 0.081
C -2.126 -2.371 -3.915 -0.038 -0.057 0.018
C -2.646 -3.463 -4.581 0.078 0.027 -0.051
C -3.645 -4.218 -3.982 -0.142 -0.130 0.050
C -4.109 -3.886 -2.720 -0.075 -0.218 -0.061
C -3.589 -2.787 -2.055 0.139 0.248 0.046
H -2.764 1.264 3.599 0.143 -0.070 -0.138
H -1.145 1.572 2.961 -0.163 -0.088 -0.050
H -2.888 -0.442 2.068 0.350 -0.259 -0.228
H -3.806 3.565 -0.701 -0.043 0.122 0.247
H -4.382 2.459 -1.934 -0.103 -0.055 -0.075
H -2.668 2.785 -1.772 0.117 0.072 -0.044
H -5.745 1.014 1.041 -0.265 0.167 0.149
H -5.009 -0.572 0.872 0.106 -0.194 0.108
H -5.666 0.247 -0.519 -0.031 -0.069 -0.330
H 5.466 1.866 -2.829 -0.179 0.046 -0.107
H 6.235 0.521 -2.000 -0.008 -0.231 -0.001
H 6.745 2.161 -1.665 0.243 0.140 0.051
H 3.885 4.050 -1.010 -0.130 0.037 -0.190
H 5.251 4.017 0.079 0.222 0.024 0.052
H 3.642 3.709 0.699 -0.166 -0.002 0.146
H 5.636 -0.104 0.929 0.043 -0.240 -0.055
H 4.459 0.806 1.855 -0.209 -0.021 0.154
H 6.052 1.482 1.552 0.214 0.181 0.068
H 0.562 -3.380 -1.405 -0.020 0.021 -0.027
H 1.847 -5.490 -1.131 -0.007 -0.103 0.036
H 4.265 -5.519 -1.638 0.061 -0.052 -0.023
H 5.377 -3.477 -2.459 0.081 0.011 0.014
H 4.090 -1.369 -2.688 0.073 0.030 -0.038
H 1.848 -1.812 -4.742 0.037 -0.059 -0.056
H 2.552 -0.746 -6.867 -0.036 -0.046 -0.095
H 2.797 1.706 -6.986 0.032 0.027 -0.090
H 2.382 3.089 -4.984 0.025 0.128 -0.062
H 1.742 2.011 -2.848 0.012 0.082 -0.075
H -4.332 -0.066 -2.995 -0.114 -0.054 -0.038
H -5.215 1.427 -4.758 -0.083 -0.033 -0.040
H -3.680 2.906 -5.994 -0.003 0.041 -0.082
H -1.269 2.914 -5.449 0.060 0.084 -0.062
H -0.408 1.471 -3.642 -0.079 0.062 -0.042
H -1.342 -1.771 -4.362 0.021 -0.020 -0.091
H -2.284 -3.728 -5.565 0.024 -0.001 -0.031
H -4.065 -5.066 -4.504 -0.027 -0.089 -0.033
H -4.884 -4.481 -2.258 -0.067 -0.048 0.028
H -3.942 -2.500 -1.074 -0.110 0.031 0.083
Se -0.571 -4.110 7.612 0.145 0.292 -0.586
N 0.362 -2.723 7.019 0.279 0.519 -0.412
C 0.171 -2.610 5.715 -0.252 -0.751 1.320
C 0.710 -1.562 4.901 0.148 0.603 -1.129
C 1.543 -0.562 5.410 -0.119 0.025 -0.220
C 1.950 0.458 4.579 -0.186 -0.249 -0.009
C 1.466 0.483 3.269 0.324 0.263 0.034
N 0.701 -0.462 2.759 -0.100 -0.636 0.534
C 0.348 -1.509 3.531 0.675 0.898 1.123
C -0.442 -2.553 2.928 -0.852 -1.367 -0.067
N -0.677 -2.491 1.595 0.104 -0.140 0.892
C -1.412 -3.442 1.043 -0.131 -0.195 -0.339
C -1.973 -4.503 1.760 0.108 0.149 0.266
C -1.758 -4.575 3.120 0.068 0.160 -0.256
C -0.966 -3.601 3.732 0.034 0.616 -1.250
C -0.691 -3.597 5.139 -0.128 -0.651 1.385
N -1.185 -4.480 5.993 -0.121 0.003 -0.760
H 1.826 -0.614 6.449 0.101 0.039 0.081
H 2.618 1.228 4.930 -0.010 0.144 -0.014
H 1.712 1.301 2.601 0.029 -0.022 -0.054
H -1.574 -3.360 -0.028 0.047 0.108 0.007
H -2.573 -5.241 1.250 -0.008 0.006 -0.074
H -2.188 -5.358 3.727 -0.003 -0.087 0.024
C -3.980 2.821 2.262 0.010 -0.134 -0.190
C -2.770 2.142 1.614 0.086 -0.506 -0.033
O -1.998 -0.139 2.304 -0.198 -0.251 0.161
C -1.735 3.158 1.181 0.380 -0.363 -0.176
C -1.900 4.524 1.336 0.058 0.146 -0.087
C -0.935 5.431 0.926 0.051 0.159 0.001
C 0.241 4.977 0.353 -0.052 0.177 0.041
C 0.444 3.622 0.201 -0.128 -0.509 0.030
C -0.528 2.694 0.601 -0.005 1.348 -0.106
O -0.307 1.413 0.404 -0.119 1.758 0.348
H -4.691 2.075 2.612 -0.040 -0.033 0.062
H -4.497 3.465 1.557 -0.151 0.167 -0.029
H -3.666 3.415 3.121 -0.041 0.129 0.066
H -2.805 4.915 1.772 -0.114 0.000 0.054
H -1.111 6.488 1.064 0.020 0.086 -0.028
H 0.997 5.676 0.021 0.051 0.044 0.008
H 1.353 3.227 -0.238 0.050 0.008 -0.046
O 1.889 -0.304 0.374 -0.096 -0.209 1.596
C 2.283 0.142 -0.735 -0.357 -0.320 -2.530
```
Forces are in eV/Å.

=====

2.
Formula: C52H54FMoN6O8S3Si
Source: the Open Molecules 2025 dataset
Level of theory: ωB97M-V/def2-TZVPD

As for the expectation value of S²: 2.045. The max |F| comes out at 5.02 eV/Å. Its LUMO energy (spin up / spin down) is -3.120 / -3.121 eV. As for the spin multiplicity: 3. The charge is +1.

```
126
Properties=species:S:1:pos:R:3:forces:R:3
Mo 0.679 -1.302 -0.228 0.148 -0.394 -1.068
C 1.143 1.700 6.888 0.090 0.121 -0.151
C 2.000 2.163 5.711 -0.212 -0.093 0.346
N 1.522 1.643 4.438 0.160 -0.137 -0.030
C 1.962 0.412 4.039 0.027 -0.020 -0.193
C 1.624 -0.136 2.845 -0.300 0.014 -0.169
C 2.004 -1.563 2.544 0.177 0.131 0.320
O 2.574 -2.224 3.388 -0.016 0.008 -0.127
O 1.640 -2.018 1.381 0.249 -0.238 0.248
C 0.816 0.622 1.956 0.345 -0.520 0.293
O 0.569 0.132 0.765 -0.174 4.025 2.998
C 0.190 1.802 2.433 -0.250 0.274 -0.241
C -0.803 2.444 1.684 0.074 -0.020 0.129
C -1.528 3.461 2.251 0.028 -0.069 -0.060
F -2.566 3.985 1.553 0.038 0.023 0.012
C -1.246 3.945 3.522 0.199 -0.065 0.156
C -0.192 3.364 4.234 -0.184 0.139 -0.093
C 0.515 2.284 3.726 -0.079 -0.085 -0.209
N -1.996 4.971 4.177 -0.121 -0.112 -0.176
C -2.924 4.486 5.186 0.046 0.173 -0.065
C -3.296 5.638 6.110 0.188 -0.639 0.161
N -3.881 6.741 5.285 0.044 0.107 0.103
C -2.910 7.194 4.238 0.308 -0.007 -0.602
C -2.602 5.997 3.349 0.118 0.078 0.281
H 1.526 2.134 7.811 -0.022 -0.045 0.067
H 1.173 0.615 6.967 -0.018 -0.020 0.051
H 0.104 2.004 6.763 -0.041 -0.012 0.022
H 3.019 1.803 5.853 0.027 0.105 -0.109
H 2.033 3.252 5.655 0.097 -0.034 -0.047
H 2.613 -0.128 4.711 -0.008 0.008 0.069
H -1.013 2.107 0.679 -0.075 -0.032 -0.040
H 0.027 3.779 5.207 0.049 -0.031 0.040
H -2.438 3.701 5.763 -0.088 0.031 0.077
H -3.840 4.056 4.742 0.039 -0.014 -0.007
H -2.403 6.023 6.600 -0.063 0.136 -0.025
H -4.020 5.324 6.860 -0.083 0.133 -0.044
H -4.162 7.520 5.882 -0.090 -0.020 -0.053
H -4.712 6.378 4.809 -0.068 0.138 0.095
H -2.007 7.540 4.737 -0.101 0.011 0.114
H -3.349 8.008 3.662 -0.138 -0.002 0.136
H -1.896 6.288 2.574 -0.080 0.085 -0.019
H -3.532 5.669 2.859 0.063 -0.007 -0.041
N -0.236 -4.195 1.023 -0.119 -0.109 0.149
N 0.359 -4.888 -0.023 -0.002 0.440 0.116
C 0.888 -4.220 -1.090 0.128 -1.226 0.024
O 1.424 -4.787 -2.006 -0.028 0.402 -0.031
O 0.719 -2.890 -1.019 0.186 -3.134 -1.469
H 0.309 -4.246 1.876 0.059 0.038 -0.058
H -1.182 -4.514 1.184 0.011 0.003 -0.077
H 0.566 -5.872 0.039 0.019 0.010 -0.099
C -2.941 -2.427 -3.957 0.410 0.219 0.171
S -1.523 -2.635 -2.793 -1.257 -0.859 -0.931
O -2.125 -2.569 -1.434 -0.178 0.189 0.471
C -1.437 -4.394 -3.194 0.268 0.133 -0.068
C -0.635 -4.795 -4.250 -0.033 -0.018 -0.005
C -0.571 -6.139 -4.576 -0.052 0.015 -0.065
C -1.312 -7.064 -3.854 0.039 -0.055 0.009
C -2.115 -6.651 -2.801 0.028 0.019 -0.032
C -2.171 -5.307 -2.461 -0.076 0.051 0.113
H -3.717 -3.152 -3.722 0.074 -0.086 0.128
H -2.551 -2.609 -4.957 -0.045 0.028 -0.087
H -3.329 -1.414 -3.882 0.073 0.059 0.055
H -0.055 -4.067 -4.803 0.076 0.014 0.012
H 0.058 -6.464 -5.393 0.039 -0.023 -0.006
H -1.251 -8.115 -4.104 -0.019 -0.018 -0.026
H -2.703 -7.373 -2.251 0.027 -0.016 0.041
H -2.777 -4.958 -1.634 0.012 0.024 0.018
C 1.394 0.273 -5.669 -0.020 0.032 -0.026
C 2.138 1.184 -4.937 0.025 0.019 -0.022
C 2.615 0.837 -3.680 0.019 -0.035 0.089
C 2.382 -0.429 -3.147 -0.043 -0.009 0.295
C 1.645 -1.342 -3.906 0.139 -0.010 -0.061
C 1.147 -0.992 -5.150 0.000 -0.079 -0.044
Si 2.874 -0.891 -1.373 0.892 0.086 -0.944
C 3.837 -2.518 -1.538 -0.372 0.074 0.284
C 3.920 -3.420 -0.474 0.089 0.073 -0.017
C 4.585 -4.627 -0.616 0.065 -0.008 0.091
C 5.190 -4.953 -1.820 0.000 -0.018 -0.043
C 5.125 -4.067 -2.885 0.041 -0.002 0.027
C 4.453 -2.863 -2.741 -0.112 0.164 -0.023
C 4.107 0.400 -0.748 -0.438 -0.011 0.216
C 5.289 0.605 -1.463 -0.059 -0.121 -0.072
C 6.226 1.535 -1.045 0.044 0.019 -0.009
C 6.001 2.281 0.103 -0.026 -0.021 0.006
C 4.835 2.089 0.827 0.035 0.050 0.078
C 3.899 1.158 0.401 -0.006 -0.030 -0.083
H 1.007 0.546 -6.643 -0.001 0.000 -0.019
H 2.346 2.168 -5.339 -0.031 0.022 -0.010
H 3.165 1.562 -3.093 0.007 0.065 -0.027
H 1.478 -2.341 -3.515 -0.056 -0.026 -0.024
H 0.564 -1.703 -5.726 0.030 -0.024 -0.012
H 3.453 -3.177 0.474 0.016 -0.060 0.012
H 4.633 -5.315 0.218 0.008 -0.019 0.013
H 5.709 -5.896 -1.930 0.002 -0.026 -0.005
H 5.592 -4.313 -3.830 0.012 -0.013 -0.005
H 4.389 -2.180 -3.580 0.026 -0.056 -0.060
H 5.471 0.025 -2.361 0.072 -0.012 -0.024
H 7.138 1.675 -1.612 0.002 0.005 -0.019
H 6.734 3.006 0.432 0.008 0.006 0.006
H 4.656 2.665 1.726 -0.012 0.015 0.011
H 2.987 1.020 0.965 0.040 0.076 0.010
O 0.641 1.675 -1.354 -0.283 -0.069 -0.152
C -0.197 0.958 -1.877 0.477 0.382 0.142
O -0.272 -0.342 -1.682 -0.266 0.520 -0.084
C -1.247 1.543 -2.763 -0.139 -0.110 -0.050
C -1.793 0.816 -3.813 0.041 0.056 0.075
C -2.786 1.376 -4.602 -0.008 -0.014 -0.080
C -3.233 2.665 -4.347 -0.020 0.026 0.028
C -2.672 3.400 -3.312 -0.026 0.021 0.002
C -1.679 2.843 -2.522 0.076 -0.044 -0.011
H -1.399 -0.168 -4.022 -0.003 -0.040 -0.001
H -3.206 0.814 -5.426 0.012 -0.009 -0.016
H -4.012 3.103 -4.957 0.009 -0.010 -0.033
H -3.002 4.414 -3.129 -0.021 0.007 0.021
H -1.218 3.405 -1.721 0.012 0.010 0.002
S -1.655 -1.373 2.250 -0.019 -0.048 0.006
C -2.962 -1.198 1.255 -0.332 -0.054 0.347
N -4.015 -2.023 1.267 0.066 0.003 -0.262
C -5.195 -1.630 0.521 -0.115 0.079 -0.022
C -4.675 -0.728 -0.586 0.296 0.078 -0.020
S -3.244 0.131 0.152 -0.062 -0.075 0.083
H -3.998 -2.825 1.876 0.018 0.040 0.065
H -5.893 -1.094 1.175 0.009 -0.045 -0.034
H -5.694 -2.507 0.110 -0.005 0.016 0.025
H -5.401 -0.002 -0.942 -0.040 -0.029 0.039
H -4.282 -1.323 -1.403 -0.012 -0.044 -0.156
```
Forces are in eV/Å.